1.
15
Properties=species:S:1:pos:R:3:forces:R:3 method="wB97M-V/def2-TZVPD" gap_ev=10.524 charge=0 smiles="C=C1CC1.O=CO" relative_energy_kj_mol=223.0
C -0.5928 1.3560 -0.6215 -0.2 -0.2 0.0
C -0.7699 0.1265 -0.1563 -0.4 0.4 -0.2
C -1.1954 -1.2237 -0.5040 -0.1 -0.1 -0.3
C -1.3620 -0.6630 0.9165 -0.2 0.1 0.2
H -0.4271 1.5240 -1.6827 -0.1 0.1 0.1
H -0.6287 2.2103 0.0495 0.0 0.0 -0.1
H -2.0403 -1.2471 -1.1845 0.0 -0.2 0.2
H -0.4814 -2.0396 -0.5982 -0.1 0.3 0.0
H -2.3248 -0.2874 1.2468 0.0 -0.3 0.0
H -0.7491 -1.1423 1.6772 0.0 0.3 -0.2
O 1.4300 -0.8694 0.4981 0.7 0.2 0.0
C 2.3217 -0.0778 0.2995 0.1 -0.5 0.2
O 2.2095 1.1357 -0.2188 -0.2 -0.1 0.0
H 3.3634 -0.2986 0.5421 0.2 0.0 0.0
H 1.2430 1.2798 -0.3942 0.3 -0.1 0.0

---

2.
30
Properties=species:S:1:pos:R:3:forces:R:3 method="wB97M-V/def2-TZVPD" gap_ev=9.210 charge=0 smiles="CCC1=CC(=O)C([C@H](C)CC)=CC1=O" relative_energy_kj_mol=154.8
C -1.3157 -3.7458 1.8839 -0.2 0.1 0.7
C -1.9183 -2.3558 2.3155 1.0 -0.5 -0.4
C -1.4657 -1.2501 1.3607 -0.4 -0.5 0.5
C -1.0337 -0.0973 1.8490 0.7 0.7 -0.9
C -0.5610 0.9243 0.8139 0.5 -2.1 0.2
O -0.8108 2.0814 0.8848 -0.2 1.7 0.1
C 0.2253 0.3098 -0.3580 0.7 0.4 -0.3
C 1.4997 0.9553 -0.9447 -0.2 0.3 0.6
C 2.0603 1.9895 0.0768 -0.1 -0.6 -0.2
C 1.3316 1.4944 -2.3948 0.0 0.4 0.2
C 0.8000 2.9458 -2.5123 0.1 0.0 -1.0
C -0.2117 -0.8415 -0.8460 -1.0 -0.5 0.7
C -1.4533 -1.4209 -0.1684 1.4 0.6 0.9
O -2.3554 -1.9315 -0.7521 -0.8 -0.8 -0.6
H -0.8503 -3.7190 0.8881 -0.5 -0.1 0.2
H -2.0911 -4.5262 1.9577 0.4 0.2 -0.4
H -0.5127 -4.0379 2.5854 -0.3 0.2 -0.3
H -1.4498 -2.1259 3.2891 -0.5 0.2 -0.3
H -3.0047 -2.3972 2.4779 0.3 0.0 -0.4
H -0.9813 0.1119 2.9221 -0.2 0.2 -0.5
H 2.2508 0.1420 -0.9968 -0.5 0.2 0.0
H 3.1043 2.2387 -0.1678 -0.4 0.1 0.1
H 1.4128 2.8759 0.1412 0.5 -0.3 0.0
H 2.0478 1.4980 1.0688 0.2 0.4 -0.4
H 2.3203 1.4324 -2.8855 -0.3 0.1 0.2
H 0.6624 0.8425 -2.9859 0.3 0.1 0.4
H 1.2523 3.6574 -1.8079 -0.3 -0.4 -0.1
H 1.0829 3.3057 -3.5227 -0.2 -0.1 0.5
H -0.3021 3.0093 -2.4934 0.5 -0.1 0.4
H 0.2671 -1.3652 -1.6784 -0.4 0.2 0.2